Molecular formula: C48H100N6O12
Method: DFT, ωB97M-V with the def2-TZVPD basis set

Structure (XYZ):
```
166
Properties=species:S:1:pos:R:3:forces:R:3:lowdin_charge:R:1
C -3.33630 9.16224 -2.84700 -0.6478 0.1166 0.0211 -0.11
C -2.33075 9.50479 -3.99954 -0.8470 0.3355 2.0423 -0.22
N -1.59132 10.72762 -3.60406 -0.0737 0.5712 -1.0866 -0.16
C -2.32703 12.02672 -3.91784 0.3754 0.9806 -0.0302 -0.24
C -3.77177 12.22295 -3.47462 -0.4740 -2.1435 1.0197 -0.11
C -0.20672 10.78337 -4.20596 -1.2349 0.5841 0.5098 -0.24
C 0.68865 11.61435 -3.29701 0.7045 -0.1840 0.3613 -0.10
H -4.31953 9.60815 -2.99713 -0.0423 -0.0718 -0.2703 0.05
H -3.05385 9.53848 -1.86376 0.6271 0.1863 -0.2057 0.07
H -3.51972 8.10303 -2.66662 0.1754 -0.2154 -0.4974 0.06
H -1.68175 8.62989 -4.03781 0.4130 0.4062 -0.3808 0.10
H -2.88712 9.62167 -4.92953 0.1034 -0.1068 -0.2868 0.11
H -2.28657 12.43251 -4.92868 0.3271 -1.0536 -1.0151 0.10
H -1.82666 12.87805 -3.45636 0.5940 -0.4565 0.6888 0.09
H -4.51123 11.61374 -3.99440 0.1373 0.0688 -0.6576 0.06
H -4.18998 13.22793 -3.41793 0.6744 0.1097 -0.1034 0.08
H -3.81273 11.73499 -2.50081 -0.2212 0.6130 0.5331 0.06
H 0.24328 9.79962 -4.33948 -0.3720 -0.2330 0.3800 0.10
H -0.33921 11.15205 -5.22313 0.4651 0.4932 -0.1995 0.10
H 0.88059 11.08704 -2.36256 -0.4806 -0.2504 0.1389 0.07
H 1.71085 11.72678 -3.65835 -0.0978 0.2704 -0.5839 0.07
H 0.30394 12.58940 -2.99805 -0.1036 -0.0227 -0.3769 0.06
C -8.43628 -9.10558 -4.83177 0.5908 -0.8848 0.8703 -0.10
C -8.58753 -7.76095 -5.44218 -0.2363 0.6075 -0.4586 -0.27
N -7.36448 -7.07717 -5.89943 0.0148 0.8068 1.0391 -0.20
C -6.76990 -7.67216 -7.05610 1.3848 0.8935 -0.1729 -0.27
C -6.28941 -6.59995 -8.08458 -1.5264 -0.7080 -0.4782 -0.08
C -6.38117 -6.71835 -4.85094 -2.7974 -0.1385 1.0584 -0.23
C -7.03726 -5.73887 -3.84507 0.6289 0.4900 -0.6446 -0.10
H -7.79137 -8.99193 -3.96041 0.4195 -0.4676 -0.0563 0.07
H -8.05924 -9.83649 -5.54711 0.2496 -0.1252 0.2331 0.08
H -9.35659 -9.49604 -4.39741 -0.2834 0.1175 -0.3262 0.08
H -9.21834 -7.88939 -6.32176 -0.1639 0.4418 -0.0924 0.11
H -9.14391 -7.18458 -4.70304 0.1314 0.6026 -0.3162 0.10
H -5.81204 -8.13069 -6.81043 -0.1059 -1.0242 0.3390 0.10
H -7.50568 -8.40871 -7.37895 0.4773 0.0500 -0.9449 0.11
H -5.41035 -6.01024 -7.82461 -0.1311 -0.1794 0.5036 0.06
H -6.06312 -7.09487 -9.02901 0.0974 -0.0379 -0.1066 0.06
H -7.14279 -5.94554 -8.26235 0.1713 0.3070 -0.1196 0.07
H -5.50862 -6.18773 -5.23198 -0.0314 -0.5322 -0.3169 0.12
H -6.17404 -7.61113 -4.26092 0.9774 -0.2535 -0.1893 0.10
H -7.90165 -6.01456 -3.24097 0.1529 -0.7158 -0.1962 0.06
H -7.37468 -4.89841 -4.45161 0.1413 0.3695 0.2411 0.07
H -6.23706 -5.45036 -3.16349 -0.1576 0.3786 0.1364 0.07
C -1.02447 -0.97929 1.94065 -0.4317 0.7581 -0.0423 -0.09
C -0.12986 -0.90787 0.70181 1.0154 -0.5373 -0.7441 -0.24
N 0.82849 0.23184 0.47464 -0.8028 -2.0100 -0.2941 -0.19
C 1.90452 0.22250 1.44410 0.1362 0.0306 -0.0221 -0.28
C 3.12954 0.98115 0.99632 -0.0893 1.0362 0.0382 -0.09
C 0.09660 1.45990 0.28129 0.4564 0.2657 -0.0767 -0.27
C -0.75566 1.35424 -0.99846 0.2644 0.6830 0.6719 -0.07
H -0.53494 -0.56657 2.82276 0.1461 -0.4705 0.1717 0.07
H -1.41474 -1.98613 2.08920 0.5846 -0.2004 0.2100 0.07
H -1.95702 -0.41923 1.87152 0.0556 0.4718 -0.3931 0.06
H 0.49026 -1.80326 0.65916 0.3008 -0.0274 0.4680 0.10
H -0.71448 -1.09292 -0.19933 -0.2140 0.5078 0.0123 0.09
H 1.53037 0.64414 2.37701 0.2004 0.1934 0.5481 0.11
H 2.27327 -0.77699 1.67466 -0.6762 -0.3702 -0.1748 0.12
H 2.80489 2.00566 0.81446 0.4072 0.2415 -0.0653 0.06
H 3.87233 0.99512 1.79392 0.0014 0.0620 0.0440 0.07
H 3.62333 0.63255 0.08927 -0.3195 -0.3328 -0.0056 0.07
H 0.74600 2.33210 0.20607 0.5413 -0.2110 -0.4881 0.10
H -0.39300 1.72029 1.21969 -1.1543 -0.0681 0.0741 0.11
H -1.20312 2.32766 -1.19930 -0.4212 -0.1212 0.0764 0.07
H -1.49835 0.56026 -0.92043 -0.1051 0.3592 -0.1510 0.06
H -0.10702 1.16495 -1.85377 0.1077 -0.2589 0.1393 0.08
C -2.19438 -12.86299 0.25069 -0.4675 -1.0720 0.4145 -0.11
C -1.96789 -12.73106 -1.23593 -0.7452 -0.5314 2.1566 -0.31
N -0.82348 -11.88589 -1.35075 -0.2799 1.0858 -1.8045 -0.19
C -0.26962 -12.04915 -2.67932 0.5235 1.0733 -0.6626 -0.26
C -1.11128 -11.53135 -3.84837 -0.5554 -0.1804 0.6201 -0.08
C -1.17219 -10.48737 -1.00147 1.5728 0.9071 1.4662 -0.22
C 0.00434 -9.42646 -1.15537 -0.1359 -0.7112 -0.4245 -0.07
H -2.71151 -13.81180 0.39370 -0.3731 0.1306 0.4779 0.07
H -2.78256 -12.03655 0.64963 0.1411 -0.1736 0.2593 0.07
H -1.21713 -12.96865 0.72177 -0.1347 0.2493 0.2736 0.08
H -1.81428 -13.75209 -1.58522 0.4847 0.2480 -0.5329 0.12
H -2.93417 -12.39133 -1.60876 0.0621 0.4177 -0.8862 0.11
H 0.62830 -11.43210 -2.71203 0.4168 -0.3967 -0.0148 0.10
H -0.01236 -13.09849 -2.82353 0.1141 0.0235 0.0947 0.11
H -0.60970 -11.76141 -4.78837 -0.1335 0.3127 -0.0466 0.07
H -2.11896 -11.94689 -3.85188 0.0321 -0.4006 -0.1706 0.06
H -1.29367 -10.46876 -3.68790 0.3462 0.2027 -0.4379 0.06
H -1.38203 -10.48416 0.06814 0.3581 -0.3174 0.2433 0.09
H -2.12865 -10.06381 -1.30788 -0.1506 -0.2539 -1.2632 0.11
H -0.00960 -8.81177 -2.05541 -0.5722 -0.0076 -0.1126 0.06
H 0.99452 -9.87572 -1.23158 -0.1087 -0.5213 0.2934 0.06
H 0.08354 -8.74604 -0.30751 -0.3979 -0.0818 0.0549 0.06
O 11.66370 3.08692 -4.43841 1.4941 -0.1771 4.0340 0.06
C 12.01036 3.02624 -3.22693 -1.5215 -0.8377 -4.6562 -0.47
C 11.14803 3.13632 -2.05710 -0.8553 2.1228 0.6968 -0.09
C 12.09836 3.00014 -0.89740 -2.1613 -0.2358 2.5317 -0.18
C 13.48191 2.83323 -1.39021 -0.5594 -0.1438 -0.4585 -0.12
O 13.26089 2.85499 -2.83303 2.5213 -0.2659 -0.2100 0.05
H 10.80201 4.16613 -2.14570 -0.0789 0.3694 0.1041 0.14
H 10.19223 2.61949 -1.97089 0.5028 -0.6312 -0.4517 0.14
H 12.06588 3.81662 -0.17601 -0.3237 0.1393 -0.1526 0.12
H 11.68678 2.14513 -0.36107 0.6943 -0.2434 0.3697 0.12
H 14.13315 3.62716 -1.02460 0.0437 0.2421 -0.8034 0.13
H 13.89807 1.91705 -0.97125 0.2340 -0.3354 -0.9980 0.13
O 7.04232 -3.82572 -5.71303 -0.6347 1.9330 1.2438 0.10
C 6.43848 -2.79242 -5.44798 1.3826 -1.9647 -2.9923 -0.46
C 6.79540 -1.37039 -5.86669 -0.8753 0.7250 -0.3459 -0.05
C 5.35385 -0.79216 -6.05162 -0.0200 1.2541 1.6475 -0.14
C 4.56703 -1.60887 -5.00550 -0.5433 2.0748 -1.0886 -0.20
O 5.17096 -2.82975 -5.06108 -0.4803 -2.8633 0.9321 0.03
H 7.44470 -0.93991 -5.10431 -0.3494 0.4018 0.1353 0.12
H 7.32588 -1.28019 -6.81461 0.1826 -0.6544 0.2088 0.12
H 5.08269 0.23756 -5.81872 1.0779 0.4777 0.2806 0.11
H 4.98172 -0.81134 -7.07596 0.0663 -1.0844 0.0003 0.11
H 4.60413 -1.26398 -3.97218 0.2789 0.5902 -0.0435 0.13
H 3.51559 -1.57329 -5.29065 -0.0828 -0.8865 0.0254 0.13
O 0.87909 3.56506 10.44806 -0.7905 2.6195 -4.6894 0.04
C 0.69110 4.15894 9.32855 0.5553 -3.5368 4.7962 -0.43
C -0.55794 4.24761 8.51710 0.3599 -0.7322 0.6311 -0.08
C -0.22180 5.36121 7.56643 -4.8692 1.3169 0.5919 -0.20
C 1.21274 5.43626 7.53809 1.8283 -0.7065 -2.2781 -0.19
O 1.67131 4.72223 8.65278 1.6568 0.4461 1.0801 0.06
H -0.63009 3.37308 7.87051 -0.1498 -0.6012 0.6924 0.14
H -1.40144 4.34063 9.20116 -0.1425 0.0527 -0.4942 0.14
H -0.77136 5.07536 6.66956 0.6701 0.6322 -0.5488 0.12
H -0.75505 6.22537 7.96261 0.3688 0.5413 -0.1864 0.12
H 1.45390 4.85751 6.64646 0.8385 -0.1309 -0.1167 0.13
H 1.73207 6.38624 7.41187 -0.3255 0.0933 0.5240 0.14
O 9.05170 1.96713 7.17988 -2.2098 -3.8845 -0.9816 0.07
C 8.62592 0.80585 6.99424 3.2241 1.5649 0.0272 -0.41
C 7.72938 -0.06827 7.82333 -0.2465 -0.5178 -0.0891 -0.08
C 7.71534 -1.46323 7.16561 -0.2400 0.6229 0.3230 -0.17
C 9.03757 -1.47229 6.40007 -1.4497 0.6278 0.0281 -0.14
O 9.27780 -0.04882 6.10244 0.0350 -0.3330 -0.1021 -0.01
H 8.33644 -0.15240 8.72471 -0.7530 0.3883 0.6758 0.14
H 6.72358 0.34963 7.86617 0.2809 0.1119 0.8518 0.13
H 7.61935 -2.33242 7.81630 0.2386 0.3202 0.4739 0.11
H 6.80821 -1.52473 6.56443 0.3518 0.0107 -0.6656 0.11
H 9.85629 -1.90092 6.97806 0.1058 0.4014 0.0718 0.12
H 8.85310 -2.12138 5.54406 0.6607 0.6893 -0.6173 0.12
O -8.97493 1.02241 3.59045 1.0409 0.4066 -0.4896 0.10
C -8.66023 2.16081 3.31485 -2.7992 -2.3971 0.0105 -0.52
C -8.63085 2.77608 1.95018 0.9784 1.3961 0.1318 -0.05
C -8.80840 4.26663 2.34214 -0.8305 0.9618 -1.1633 -0.15
C -8.48696 4.38624 3.82124 0.2218 -0.3703 -0.7977 -0.15
O -8.60508 3.05752 4.27362 0.2977 0.1362 1.6889 0.04
H -7.65766 2.49669 1.54651 0.1153 0.3406 -0.3256 0.12
H -9.39973 2.43661 1.25615 0.0667 -0.2589 0.4360 0.13
H -8.40923 5.09386 1.75524 1.0283 -0.5019 -0.2194 0.11
H -9.85097 4.54303 2.18486 -0.4372 -0.5232 0.3620 0.11
H -7.44976 4.65557 4.02066 -0.1912 0.6590 0.0759 0.13
H -9.25147 4.98427 4.31720 0.5110 0.1465 0.2840 0.13
C -6.58228 -2.54599 10.47173 1.0846 1.5116 0.4968 0.00
C -5.84159 -1.30288 9.90481 -5.5141 4.3066 1.2904 -0.60
N -4.79621 -1.41463 9.15968 3.4342 -3.1303 -2.3605 0.14
O -6.33463 -0.15255 9.89578 -0.3697 -1.4352 1.8109 -0.01
H -6.92160 -2.35675 11.49014 0.5234 0.2731 0.1840 0.08
H -5.84153 -3.34518 10.49800 -0.7381 -0.5614 -0.2842 0.07
H -7.55489 -2.64232 9.98919 0.4959 -0.5327 -0.7141 0.09
H -5.03724 -2.22402 8.60570 1.3753 -0.5064 -0.6434 0.11
H -4.55102 -0.60483 8.60813 -0.2936 0.0807 0.2224 0.12
C 6.11929 8.34985 1.58697 0.1794 -0.3135 0.8900 -0.01
C 6.60257 8.10142 0.17315 0.5496 2.9151 0.1104 -0.63
N 5.87348 7.27541 -0.51266 -2.8548 -3.0907 -1.4330 0.13
O 7.43737 8.69488 -0.48392 1.7627 0.7547 1.4209 0.04
H 5.54739 7.50359 1.96757 0.2009 -0.3201 -0.1712 0.07
H 5.40315 9.16499 1.69081 0.3244 0.3958 -0.5057 0.08
H 6.92734 8.51285 2.30013 0.0821 0.1660 -0.2655 0.08
H 6.15796 7.22392 -1.48040 -0.3165 0.0604 -0.0102 0.12
H 4.88245 7.27845 -0.31786 0.0762 -0.5722 -0.0365 0.11
```
Positions in Å, forces in eV/Å.

E_HOMO: -8.10 eV
SMILES string: CCN(CC)CC.CCN(CC)CC.CCN(CC)CC.CCN(CC)CC.O=C1CCCO1.O=C1CCCO1.O=C1CCCO1.O=C1CCCO1.O=C1CCCO1.CC(N)=O.CC(N)=O
total charge: 0
LUMO energy: 0.08 eV
relative energy (zero: lowest compared OMol25 entry of this formula, charge and spin): 1.205 eV
spin multiplicity: 1
HOMO-LUMO gap: 8.18 eV